Here is a structure of composition C25H31As2CrN6O6S2 in a non-equilibrium geometry from the OMol25 dataset. Energies are from ωB97M-V/def2-TZVPD.

Cartesian coordinates (Å):
Cr  -0.20  -0.71  0.58
O  -1.44  -3.42  -1.67
S  -1.44  -2.60  -0.49
O  -2.45  -2.95  0.47
O  -0.06  -2.65  0.19
O  -1.51  -1.13  -0.81
N  -6.76  4.83  0.19
C  -5.54  4.22  0.28
C  -4.91  4.05  1.52
C  -3.67  3.45  1.59
C  -3.07  2.98  0.44
C  -3.68  3.12  -0.79
C  -4.91  3.74  -0.87
S  -1.40  2.38  0.48
O  -0.62  3.26  1.31
O  -0.93  2.23  -0.88
N  -1.25  0.90  1.14
C  -2.09  0.19  1.87
N  -3.28  0.61  2.31
C  -3.97  -0.27  3.02
C  -3.53  -1.56  3.28
C  -2.27  -1.90  2.79
N  -1.55  -1.02  2.13
H  -7.08  5.36  0.98
H  -7.06  5.15  -0.71
H  -5.39  4.41  2.41
H  -3.15  3.34  2.53
H  -3.16  2.76  -1.66
H  -5.39  3.89  -1.83
H  -4.93  0.09  3.39
H  -4.13  -2.26  3.83
H  -1.84  -2.88  2.96
C  2.00  2.06  -0.44
As  1.23  0.35  -1.03
C  0.65  0.79  -2.86
C  2.95  -0.50  -1.59
C  4.21  0.04  -1.37
C  5.36  -0.62  -1.78
C  5.26  -1.85  -2.41
C  4.01  -2.40  -2.63
C  2.85  -1.74  -2.24
As  1.00  -2.48  -2.37
C  1.08  -2.94  -4.34
C  1.55  -4.30  -1.79
H  2.76  1.90  0.34
H  1.21  2.68  -0.03
H  2.45  2.58  -1.29
H  1.50  0.81  -3.56
H  0.15  1.76  -2.82
H  -0.08  0.04  -3.18
H  4.32  1.00  -0.87
H  6.33  -0.18  -1.61
H  6.15  -2.38  -2.72
H  3.93  -3.37  -3.11
H  2.08  -3.28  -4.64
H  0.79  -2.09  -4.95
H  0.36  -3.74  -4.50
H  1.98  -4.88  -2.61
H  0.66  -4.79  -1.41
H  2.28  -4.22  -0.98
N  2.45  -2.30  1.18
C  2.43  -1.20  1.95
C  3.55  -0.88  2.75
C  3.56  0.28  3.48
C  2.45  1.11  3.42
C  1.38  0.74  2.63
N  1.35  -0.39  1.90
H  3.21  -2.95  1.32
H  1.58  -2.63  0.77
H  4.38  -1.58  2.78
H  4.42  0.54  4.09
H  2.40  2.04  3.97
H  0.51  1.38  2.54

Values from the calculation:
relative energy (zero: lowest compared OMol25 entry of this formula, charge and spin)	1.311	eV
multiplicity	2
⟨S²⟩	0.76
LUMO energy (spin up / spin down)	-1.222 / -0.661	eV
Kohn-Sham gap (spin up / spin down)	6.71 / 7.26	eV
total charge	0

Here is a structure of composition C25H31AsN6O6OsPS3 from the OMol25 dataset. Energies are from ωB97M-V/def2-TZVPD.

Cartesian coordinates (Å):
Os  0.16  0.16  -0.73
O  0.56  0.77  3.24
As  -0.80  -0.11  2.58
O  -1.11  -1.45  3.43
O  -0.29  -0.52  0.98
C  -2.33  1.05  2.45
C  -3.30  0.75  3.40
C  -4.48  1.49  3.47
C  -4.70  2.53  2.58
C  -3.74  2.83  1.61
C  -2.58  2.09  1.55
S  -1.41  2.47  0.28
O  -1.70  3.73  -0.31
O  -0.08  2.26  0.86
O  -1.59  1.32  -0.73
H  0.79  0.33  4.08
H  -3.14  -0.07  4.08
H  -5.22  1.25  4.22
H  -5.61  3.11  2.63
H  -3.90  3.64  0.91
S  2.04  -1.52  -2.28
C  1.48  -0.21  -3.17
N  0.59  0.67  -2.65
C  0.27  1.69  -3.55
C  -0.60  2.76  -3.35
C  -0.78  3.66  -4.38
C  -0.11  3.53  -5.59
C  0.75  2.47  -5.81
C  0.93  1.56  -4.78
S  1.95  0.15  -4.79
H  -1.14  2.89  -2.42
H  -1.45  4.50  -4.23
H  -0.27  4.25  -6.38
H  1.27  2.36  -6.75
N  2.07  0.48  0.04
C  2.93  0.92  0.68
N  3.90  1.40  1.38
C  3.62  2.37  2.46
C  4.05  1.79  3.79
C  5.50  1.30  3.74
C  5.69  0.28  2.62
C  5.27  0.87  1.28
H  2.56  2.61  2.43
H  4.19  3.28  2.22
H  3.39  0.95  4.05
H  3.93  2.55  4.57
H  5.78  0.86  4.70
H  6.17  2.15  3.58
H  5.09  -0.61  2.82
H  6.73  -0.04  2.55
H  5.29  0.14  0.47
H  5.91  1.71  1.00
C  -2.58  -4.25  0.27
N  -3.32  -3.35  -0.61
C  -3.35  -3.91  -1.96
N  -2.02  -4.20  -2.50
C  -1.31  -5.09  -1.57
N  -1.23  -4.56  -0.21
C  -0.35  -3.39  -0.13
P  -1.01  -2.06  -1.21
C  -2.75  -2.01  -0.61
C  -1.25  -2.99  -2.77
H  -3.13  -5.19  0.34
H  -2.51  -3.81  1.27
H  -3.86  -3.22  -2.63
H  -3.90  -4.85  -1.93
H  -0.31  -5.28  -1.95
H  -1.86  -6.03  -1.53
H  0.66  -3.66  -0.45
H  -0.31  -3.04  0.90
H  -3.33  -1.35  -1.25
H  -2.77  -1.59  0.40
H  -0.28  -3.25  -3.21
H  -1.78  -2.37  -3.50

Values from the calculation:
relative energy (zero: lowest compared OMol25 entry of this formula, charge and spin)	0.000	eV
multiplicity	5
⟨S²⟩	6.02
LUMO energy (spin up / spin down)	-2.768 / -4.804	eV
Kohn-Sham gap (spin up / spin down)	7.80 / 6.07	eV
total charge	+1

Here is a structure of composition C25H31B2F4N8PS2Ti in a non-equilibrium geometry from the OMol25 dataset. Energies are from ωB97M-V/def2-TZVPD.

Cartesian coordinates (Å):
Ti  0.74  -0.36  0.07
C  -0.33  2.49  3.10
C  -0.49  1.23  2.48
N  0.42  1.02  1.54
N  1.30  2.19  1.57
C  0.83  3.01  2.50
B  2.75  2.11  0.83
N  2.55  2.01  -0.72
C  3.36  2.32  -1.76
C  3.24  1.38  -2.81
C  2.25  0.45  -2.34
N  1.77  0.82  -1.13
N  3.47  0.74  1.21
C  4.34  0.54  2.27
C  4.22  -0.77  2.72
C  3.25  -1.36  1.93
N  2.80  -0.47  1.02
H  -0.98  2.97  3.84
H  -1.29  0.47  2.58
H  1.46  3.87  2.81
H  3.43  2.95  1.24
H  4.03  3.22  -1.70
H  3.86  1.25  -3.67
H  1.73  -0.34  -2.85
H  4.81  1.44  2.69
H  4.74  -1.31  3.48
H  2.79  -2.35  2.08
N  -2.85  -3.30  3.64
C  -1.63  -2.56  4.24
C  -0.31  -3.05  3.71
N  -0.39  -3.11  2.23
C  -1.43  -3.91  1.65
C  -2.77  -3.39  2.18
H  -3.67  -2.71  3.91
H  -3.06  -4.22  4.05
H  -1.63  -2.66  5.29
H  -1.76  -1.47  4.00
H  -0.17  -4.06  4.19
H  0.54  -2.35  3.92
H  0.50  -3.18  1.80
H  -1.33  -4.97  2.07
H  -1.34  -3.83  0.60
H  -3.51  -4.18  1.90
H  -3.00  -2.44  1.71
S  -4.30  -0.26  -1.98
P  -2.51  0.54  -1.92
S  -1.43  -0.82  -0.59
C  -1.74  0.65  -3.53
C  -1.28  -0.57  -4.16
C  -0.94  -0.49  -5.48
C  -0.99  0.68  -6.23
C  -1.40  1.85  -5.60
C  -1.75  1.87  -4.26
C  -2.36  2.13  -1.10
C  -3.31  2.53  -0.22
C  -3.24  3.83  0.32
C  -2.19  4.68  -0.02
C  -1.16  4.19  -0.87
C  -1.24  2.91  -1.37
H  -1.24  -1.54  -3.58
H  -0.49  -1.37  -5.89
H  -0.71  0.62  -7.28
H  -1.40  2.68  -6.25
H  -1.97  2.78  -3.71
H  -4.13  1.85  0.08
H  -4.12  4.12  0.85
H  -2.19  5.78  0.33
H  -0.19  4.71  -1.03
H  -0.49  2.47  -2.02
F  2.52  -3.37  -2.82
B  3.01  -4.44  -2.16
F  4.01  -4.22  -1.28
F  1.23  -2.16  0.13
F  2.74  -5.75  -2.43

Values from the calculation:
relative energy (zero: lowest compared OMol25 entry of this formula, charge and spin)	1.621	eV
multiplicity	2
⟨S²⟩	0.75
LUMO energy (spin up / spin down)	-2.948 / -2.948	eV
Kohn-Sham gap (spin up / spin down)	6.82 / 6.92	eV
total charge	+1

Here is a structure of composition C25H31F5N2PS2V from the OMol25 dataset. Energies are from ωB97M-V/def2-TZVPD.

Cartesian coordinates (Å):
V  -0.58  0.50  0.29
F  -1.09  4.88  5.45
C  -0.62  3.97  4.63
C  -1.34  3.61  3.49
F  -2.50  4.19  3.21
C  -0.81  2.64  2.66
F  -1.52  2.29  1.53
C  0.40  2.00  2.90
S  1.03  0.76  1.80
C  1.10  2.37  4.04
F  2.26  1.80  4.32
C  0.60  3.35  4.90
F  1.28  3.69  5.98
C  -4.26  -1.25  2.83
C  -2.98  -1.76  3.02
C  -1.95  -1.32  2.21
N  -2.14  -0.40  1.25
C  -3.38  0.10  1.08
C  -4.46  -0.30  1.84
H  -5.08  -1.58  3.44
H  -2.78  -2.50  3.78
H  -0.94  -1.69  2.34
H  -3.50  0.86  0.31
H  -5.43  0.13  1.66
C  -1.00  -3.62  0.07
C  0.34  -3.06  -0.45
C  1.43  -3.16  0.62
P  0.21  -1.36  -1.14
C  -1.04  -1.44  -2.51
C  -1.18  -2.79  -3.21
C  -2.43  -0.96  -2.08
C  1.78  -0.98  -2.02
C  2.92  -0.55  -1.10
C  2.25  -2.07  -2.97
H  -1.18  -4.61  -0.35
H  -1.87  -3.01  -0.17
H  -0.97  -3.74  1.15
H  0.65  -3.67  -1.30
H  1.29  -2.43  1.42
H  2.42  -3.03  0.21
H  1.39  -4.15  1.08
H  -0.65  -0.71  -3.23
H  -1.75  -3.49  -2.60
H  -0.24  -3.27  -3.46
H  -1.73  -2.65  -4.14
H  -2.89  -1.65  -1.37
H  -3.08  -0.88  -2.95
H  -2.42  0.05  -1.63
H  1.48  -0.11  -2.63
H  3.35  -1.38  -0.55
H  2.61  0.20  -0.36
H  3.72  -0.12  -1.70
H  2.55  -2.98  -2.44
H  3.13  -1.72  -3.51
H  1.50  -2.34  -3.72
S  -0.49  2.14  -1.43
C  1.14  2.73  -1.68
N  1.95  2.99  -0.63
C  3.18  3.53  -0.73
C  3.67  3.86  -1.97
C  2.87  3.61  -3.08
C  1.62  3.05  -2.95
H  1.60  2.73  0.30
H  3.71  3.67  0.20
H  4.65  4.29  -2.06
H  3.23  3.86  -4.07
H  0.99  2.86  -3.81

Values from the calculation:
relative energy (zero: lowest compared OMol25 entry of this formula, charge and spin)	0.313	eV
multiplicity	3
⟨S²⟩	2.04
LUMO energy (spin up / spin down)	-7.011 / -6.292	eV
Kohn-Sham gap (spin up / spin down)	7.48 / 8.20	eV
total charge	+2